Density functional theory data (ωB97M-V/def2-TZVPD) for a cluster of 2 separate species, C5H10O2 in total in a non-equilibrium geometry.

Computed properties:
SMILES ... C/C=C/O.C=CO
E ... -9439.9768 eV
ΔE to the lowest compared entry with this formula, charge and spin ... 295.84 kJ/mol

Element x y z (Å)
1 C 2.50 1.16 0.59
2 C 1.08 1.61 0.47
3 C 0.02 1.00 0.99
4 O -1.22 1.59 0.87
5 H 3.13 1.95 1.01
6 H 2.57 0.27 1.23
7 H 2.86 0.88 -0.40
8 H 0.86 2.43 -0.22
9 H 0.07 0.20 1.72
10 H -1.89 0.89 0.88
11 C -1.06 -2.33 -0.53
12 C -1.98 -1.64 -1.23
13 O -1.74 -0.49 -1.90
14 H -1.32 -2.96 0.30
15 H -0.03 -2.38 -0.85
16 H -3.03 -1.92 -1.30
17 H -0.84 -0.23 -1.64

Löwdin population analysis, charges in e, atoms 1 to 2: atom 1 (C): -0.108, atom 2 (C): -0.157

=====

Density functional theory data (ωB97M-V/def2-TZVPD) for the molecule C5H10O2 in a non-equilibrium geometry.

Computed properties:
SMILES ... O[C@H]1CC[C@H](O)C1
E ... -9440.5676 eV
ΔE to the lowest compared entry with this formula, charge and spin ... 238.84 kJ/mol

Element x y z (Å)
1 O -1.51 1.10 -1.20
2 C -0.42 1.18 -0.30
3 C -0.73 0.54 1.09
4 C 0.04 -0.79 1.17
5 C 0.35 -1.09 -0.27
6 O 1.45 -1.93 -0.51
7 C 0.76 0.41 -0.83
8 H -1.77 0.17 -1.28
9 H -0.21 2.24 -0.21
10 H -0.43 1.21 1.90
11 H -1.81 0.39 1.16
12 H -0.51 -1.59 1.67
13 H 1.00 -0.68 1.70
14 H -0.52 -1.43 -0.85
15 H 1.73 -1.07 -0.92
16 H 1.71 0.79 -0.38
17 H 0.87 0.55 -1.92

Löwdin population analysis, charges in e, atoms 1 to 2: atom 1 (O): -0.031, atom 2 (C): -0.397

=====

Density functional theory data (ωB97M-V/def2-TZVPD) for the molecule C5H10O2.

Computed properties:
E ... -9438.8899 eV
ΔE to the lowest compared entry with this formula, charge and spin ... 400.72 kJ/mol

Element x y z (Å)
1 C 2.37 0.93 -0.04
2 O 1.13 0.76 0.66
3 C 0.95 -0.42 1.21
4 C -0.53 -0.54 1.48
5 C -1.00 -0.97 0.07
6 C -1.53 0.20 -0.76
7 O -1.62 -0.10 -2.14
8 H 2.16 0.81 -1.10
9 H 3.07 0.17 0.29
10 H 2.73 1.94 0.15
11 H -0.11 -1.38 -0.45
12 H -0.74 -1.31 2.22
13 H -1.02 0.40 1.80
14 H -1.72 -1.79 0.09
15 H -2.54 0.46 -0.44
16 H -0.90 1.09 -0.58
17 H -0.72 -0.25 -2.45

Löwdin population analysis, charges in e, atoms 1 to 2: atom 1 (C): -0.065, atom 2 (O): -0.169

=====

Density functional theory data (ωB97M-V/def2-TZVPD) for the molecule C5H10O2.

Computed properties:
SMILES ... C[C@@H]1OC[C@H](C)O1
E ... -9441.8028 eV
ΔE to the lowest compared entry with this formula, charge and spin ... 119.66 kJ/mol

Element x y z (Å)
1 C -2.42 0.41 -0.38
2 C -1.23 -0.46 -0.03
3 O -0.80 -0.20 1.29
4 C 0.61 -0.26 1.31
5 C 1.03 -0.45 -0.17
6 C 2.12 0.49 -0.65
7 O -0.16 -0.15 -0.88
8 H -2.10 1.46 -0.32
9 H -2.76 0.19 -1.39
10 H -3.23 0.24 0.33
11 H -1.48 -1.54 -0.12
12 H 1.00 0.68 1.73
13 H 0.95 -1.09 1.94
14 H 1.32 -1.50 -0.35
15 H 2.31 0.34 -1.72
16 H 3.05 0.32 -0.10
17 H 1.79 1.52 -0.49

Löwdin population analysis, charges in e, atoms 1 to 2: atom 1 (C): -0.005, atom 2 (C): -0.436

=====

Density functional theory data (ωB97M-V/def2-TZVPD) for a structure of composition C5H10O2.

Computed properties:
E ... -9439.9875 eV
ΔE to the lowest compared entry with this formula, charge and spin ... 294.81 kJ/mol

Element x y z (Å)
1 C -2.01 -0.52 -0.51
2 C -0.77 0.22 -0.06
3 O -0.80 1.51 -0.18
4 C 0.04 -0.34 1.13
5 C 1.51 -0.22 0.70
6 C 1.47 0.29 -0.76
7 O 1.40 1.57 -0.94
8 H -1.83 -1.59 -0.65
9 H -2.79 -0.40 0.25
10 H -2.38 -0.08 -1.44
11 H 0.20 -0.16 -0.97
12 H 0.30 1.82 -0.46
13 H -0.21 0.24 2.03
14 H -0.24 -1.39 1.32
15 H 2.03 -1.18 0.77
16 H 2.07 0.51 1.29
17 H 2.01 -0.28 -1.52

Löwdin population analysis, charges in e, atoms 1 to 2: atom 1 (C): -0.015, atom 2 (C): -0.489

=====

Density functional theory data (ωB97M-V/def2-TZVPD) for the molecule C5H10O2 in a non-equilibrium geometry.

Computed properties:
SMILES ... COC[C@H]1C[C@H]1O
E ... -9440.2140 eV
ΔE to the lowest compared entry with this formula, charge and spin ... 272.96 kJ/mol

Element x y z (Å)
1 C 2.43 -0.20 0.68
2 O 1.03 -0.09 0.55
3 C 0.53 -0.40 -0.75
4 C -0.91 0.09 -0.88
5 C -2.05 -0.58 -0.14
6 C -1.68 0.84 0.18
7 O -1.12 1.23 1.38
8 H 2.77 -1.24 0.56
9 H 2.69 0.15 1.68
10 H 2.94 0.43 -0.06
11 H 1.18 0.08 -1.50
12 H 0.63 -1.49 -0.91
13 H -1.18 0.62 -1.78
14 H -2.97 -0.82 -0.68
15 H -1.78 -1.29 0.63
16 H -2.33 1.60 -0.24
17 H -0.17 1.07 1.29

Löwdin population analysis, charges in e, atoms 1 to 2: atom 1 (C): -0.097, atom 2 (O): -0.227

=====

Density functional theory data (ωB97M-V/def2-TZVPD) for the molecule C5H10O2 in a non-equilibrium geometry.

Computed properties:
SMILES ... CCO[C@@H](C)C=O
E ... -9438.7918 eV
ΔE to the lowest compared entry with this formula, charge and spin ... 410.18 kJ/mol

Element x y z (Å)
1 C 2.62 -0.59 -0.29
2 C 1.24 -0.75 0.32
3 O 0.29 -0.13 -0.53
4 C -1.02 -0.14 -0.12
5 C -1.49 1.37 0.85
6 C -1.98 -0.24 -1.23
7 O -3.12 0.19 -1.19
8 H 2.84 0.47 -0.45
9 H 3.38 -1.02 0.36
10 H 2.67 -1.10 -1.26
11 H 0.97 -1.81 0.46
12 H 1.20 -0.27 1.31
13 H -1.32 -0.17 0.93
14 H -2.42 1.65 0.38
15 H -1.65 1.32 1.96
16 H -0.62 1.97 0.64
17 H -1.59 -0.74 -2.15

Löwdin population analysis, charges in e, atoms 1 to 2: atom 1 (C): -0.073, atom 2 (C): -0.261

=====

Density functional theory data (ωB97M-V/def2-TZVPD) for a cluster of 2 separate species, C5H10O2 in total.

Computed properties:
SMILES ... C[C@@H]1C=C[C@@H]1O.O
E ... -9440.2324 eV
ΔE to the lowest compared entry with this formula, charge and spin ... 271.19 kJ/mol

Element x y z (Å)
1 C -1.60 -0.32 -0.33
2 C -0.64 0.04 0.80
3 C 0.39 1.14 0.59
4 C 1.44 0.32 0.58
5 C 0.60 -0.90 0.92
6 O 0.55 -2.00 0.04
7 H -2.36 0.45 -0.48
8 H -2.11 -1.26 -0.08
9 H -1.08 -0.50 -1.27
10 H -1.20 0.16 1.73
11 H 0.29 2.22 0.55
12 H 2.51 0.48 0.49
13 H 0.77 -1.22 1.96
14 H 1.41 -2.43 0.04
15 O 0.45 1.60 -2.07
16 H 0.89 0.93 -1.52
17 H -0.48 1.42 -1.92

Löwdin population analysis, charges in e, atoms 1 to 2: atom 1 (C): -0.067, atom 2 (C): -0.279

=====

Density functional theory data (ωB97M-V/def2-TZVPD) for a cluster of 2 separate species, C5H10O2 in total.

Computed properties:
SMILES ... C/C=C\O.CC=O
E ... -9441.0590 eV
ΔE to the lowest compared entry with this formula, charge and spin ... 191.43 kJ/mol

Element x y z (Å)
1 C 2.17 -0.02 -0.33
2 C 1.44 -0.74 0.77
3 C 0.36 -1.51 0.62
4 O -0.34 -1.73 -0.52
5 H 2.03 1.07 -0.28
6 H 1.85 -0.34 -1.32
7 H 3.25 -0.21 -0.26
8 H 1.85 -0.66 1.78
9 H -0.07 -2.05 1.46
10 H -0.15 -1.01 -1.14
11 C -1.91 0.88 0.51
12 C -1.58 1.26 -0.91
13 O -0.61 0.87 -1.52
14 H -2.66 1.56 0.93
15 H -1.01 0.87 1.12
16 H -2.31 -0.14 0.51
17 H -2.30 1.92 -1.42

Löwdin population analysis, charges in e, atoms 1 to 2: atom 1 (C): -0.108, atom 2 (C): -0.166

=====

Density functional theory data (ωB97M-V/def2-TZVPD) for a structure of composition C5H10O2 in a non-equilibrium geometry.

Computed properties:
E ... -9440.3561 eV
ΔE to the lowest compared entry with this formula, charge and spin ... 259.25 kJ/mol

Element x y z (Å)
1 C -1.16 -0.57 0.63
2 C 0.29 0.52 -0.29
3 C -0.99 -1.95 1.20
4 C 1.81 0.35 -0.60
5 C -0.08 1.80 -0.97
6 O -0.63 -0.55 -0.73
7 O -0.29 0.39 1.06
8 H -2.17 -0.12 0.66
9 H 0.07 -2.38 0.94
10 H -1.79 -2.65 0.86
11 H -1.15 -2.01 2.34
12 H 2.04 0.57 -1.55
13 H 2.07 -0.59 -0.27
14 H 2.36 1.02 0.15
15 H 0.12 1.64 -2.02
16 H 0.61 2.50 -0.57
17 H -1.11 2.03 -0.82

Löwdin population analysis, charges in e, atoms 1 to 2: atom 1 (C): -0.441, atom 2 (C): -0.480

=====

Density functional theory data (ωB97M-V/def2-TZVPD) for a cluster of 2 separate species, C5H10O2 in total.

Computed properties:
SMILES ... C[C@H]1OCC=C1O.[H][H]
E ... -9440.1879 eV
ΔE to the lowest compared entry with this formula, charge and spin ... 275.48 kJ/mol

Element x y z (Å)
1 C 1.99 0.04 -0.98
2 C 0.99 0.54 0.04
3 O 0.27 1.65 -0.47
4 C -1.05 1.63 0.08
5 C -1.25 0.23 0.56
6 C -0.10 -0.42 0.46
7 O 0.15 -1.72 0.79
8 H 2.68 0.85 -1.25
9 H 1.49 -0.30 -1.89
10 H 2.59 -0.78 -0.56
11 H 1.54 0.84 0.95
12 H -1.76 1.91 -0.71
13 H -1.14 2.38 0.89
14 H -2.19 -0.15 0.94
15 H 0.81 -2.06 0.17
16 H -2.85 -2.20 0.40
17 H -2.18 -2.44 0.60

Löwdin population analysis, charges in e, atoms 1 to 2: atom 1 (C): -0.028, atom 2 (C): -0.344

=====

Density functional theory data (ωB97M-V/def2-TZVPD) for the molecule C5H10O2.

Computed properties:
SMILES ... CCO[C@@H](C)C=O
E ... -9441.3645 eV
ΔE to the lowest compared entry with this formula, charge and spin ... 161.95 kJ/mol

Element x y z (Å)
1 C -0.40 -2.45 -0.89
2 C -0.84 -1.05 -0.50
3 O 0.29 -0.37 0.02
4 C 0.07 1.00 0.30
5 C 0.53 1.33 1.71
6 C 0.81 1.84 -0.73
7 O 0.86 3.05 -0.69
8 H 0.04 -2.96 -0.03
9 H -1.26 -3.03 -1.25
10 H 0.34 -2.40 -1.69
11 H -1.25 -0.51 -1.37
12 H -1.63 -1.09 0.26
13 H -1.00 1.25 0.20
14 H 0.46 2.41 1.88
15 H -0.10 0.80 2.44
16 H 1.57 1.01 1.85
17 H 1.31 1.25 -1.53

Löwdin population analysis, charges in e, atoms 1 to 2: atom 1 (C): -0.074, atom 2 (C): -0.284

=====

Density functional theory data (ωB97M-V/def2-TZVPD) for the molecule C5H10O2.

Computed properties:
SMILES ... COC[C@H]1C[C@H]1O
E ... -9440.3558 eV
ΔE to the lowest compared entry with this formula, charge and spin ... 259.27 kJ/mol

Element x y z (Å)
1 C -1.42 -0.41 -1.62
2 O -0.16 0.23 -1.45
3 C 0.77 -0.59 -0.76
4 C 0.74 -0.46 0.76
5 C 1.26 0.80 1.43
6 C -0.20 0.47 1.50
7 O -1.16 1.25 0.86
8 H -1.33 -1.28 -2.28
9 H -2.08 0.33 -2.09
10 H -1.85 -0.71 -0.66
11 H 0.61 -1.64 -1.04
12 H 1.76 -0.29 -1.13
13 H 0.96 -1.40 1.28
14 H 1.88 0.71 2.32
15 H 1.55 1.61 0.76
16 H -0.58 0.12 2.46
17 H -0.87 1.32 -0.06

Löwdin population analysis, charges in e, atoms 1 to 2: atom 1 (C): -0.101, atom 2 (O): -0.217

=====

Density functional theory data (ωB97M-V/def2-TZVPD) for the molecule C5H10O2.

Computed properties:
E ... -9439.0509 eV
ΔE to the lowest compared entry with this formula, charge and spin ... 385.18 kJ/mol

Element x y z (Å)
1 C -1.89 -1.48 1.21
2 C -0.93 -0.34 0.96
3 C 0.84 0.18 -1.15
4 C 1.92 0.41 -0.06
5 O 1.67 1.54 0.75
6 C -0.44 0.97 -0.94
7 O -1.37 0.19 -0.14
8 H -1.31 -2.36 0.89
9 H -2.15 -1.64 2.25
10 H -2.77 -1.42 0.56
11 H 1.23 0.44 -2.14
12 H 0.58 -0.88 -1.18
13 H 2.89 0.58 -0.54
14 H 2.01 -0.49 0.56
15 H 0.96 1.26 1.35
16 H -0.99 1.09 -1.87
17 H -0.26 1.94 -0.49

Löwdin population analysis, charges in e, atoms 1 to 2: atom 1 (C): -0.098, atom 2 (C): -0.073